Computed, not measured: a structure of composition C16H16CaCl5F5O4, with ωB97M-V/def2-TZVPD.

Calculated values
E_HOMO: -0.2236 Eh
charge: 0
total energy: -4398.0613 a.u.
energy relative to the best compared isomer or geometry (same formula, charge and spin): 6.3 kcal per mole

Last column: natural (NBO) charge in e.
Positions of all 47 atoms, in Å:
Ca -0.33616 -0.35705 0.10645  1.742
C 1.37650 1.73684 -2.07462  -0.109
C 0.93791 0.52273 -2.89903  -0.119
O 0.54029 -0.64763 -2.10119  -0.594
C 1.63646 -1.55323 -1.79562  -0.111
C 2.56730 -1.09260 -0.68967  -0.102
O 1.76756 -0.87899 0.51535  -0.631
C 2.50190 -0.22784 1.56814  -0.093
C 1.46563 0.36421 2.51159  -0.113
O 0.45828 1.17385 1.87552  -0.570
C 0.94487 2.46559 1.47310  -0.101
C 1.51217 2.57231 0.08026  -0.089
O 0.80968 1.64840 -0.74447  -0.599
H 0.97801 2.64581 -2.61531  0.238
H 2.44759 1.74833 -1.97071  0.157
H 1.75081 0.32515 -3.58775  0.181
H 0.01245 0.80135 -3.45747  0.259
H 2.24872 -1.64491 -2.69787  0.208
H 1.11522 -2.48399 -1.46559  0.220
H 3.09166 -0.19053 -0.94223  0.189
H 3.23716 -1.94541 -0.42007  0.214
H 3.16629 0.51350 1.07852  0.178
H 3.13645 -0.96173 2.04764  0.212
H 1.94428 0.96293 3.29994  0.201
H 0.92308 -0.43354 3.00755  0.232
H 1.67906 2.85609 2.18047  0.187
H 0.05786 3.11533 1.54435  0.224
H 2.59080 2.27598 0.14445  0.156
H 1.39677 3.61230 -0.29180  0.219
Cl 0.73621 -3.88981 2.85065  -0.011
C -0.87375 -3.52553 2.29055  -0.074
C -1.22333 -2.41652 1.50620  -0.524
C -2.50879 -2.05409 1.31015  -0.067
Cl -2.96847 -0.41381 0.61137  -0.074
C -3.58733 -2.88574 1.74078  -0.082
Cl -5.23173 -2.40817 1.43122  0.045
C -3.27177 -4.10445 2.42014  -0.104
Cl -4.55840 -5.16897 2.84021  0.059
C -1.91713 -4.39060 2.76417  -0.079
Cl -1.61229 -5.79039 3.74962  0.038
F -2.00165 2.34431 -0.78418  -0.435
C -2.05175 2.21766 -2.17070  0.096
F -2.81037 1.06947 -2.35683  -0.407
C -2.83252 3.36312 -2.76968  0.868
F -2.60181 3.23744 -4.11985  -0.349
F -2.46470 4.63252 -2.43479  -0.338
F -4.17902 3.26031 -2.55895  -0.348

***

Computed, not measured: a cluster of 2 separate species, C3H9NO2PS in total, with ωB97M-V/def2-TZVPD.

Calculated values
E_HOMO (spin up / spin down): -0.1290 / -0.1242 Eh
charge: -1
total energy: -1064.5129 a.u.
energy relative to the best compared isomer or geometry (same formula, charge and spin): 53.5 kcal per mole

Last column: natural (NBO) charge in e.
Positions of all 17 atoms, in Å:
C 1.68442 -1.66355 0.76026  -0.610
C -1.60156 2.26933 -0.39572  -0.714
C 1.66418 -0.14790 0.31604  -0.236
N 0.86359 0.15560 -0.82441  -0.902
O -1.88309 -1.90559 0.57969  -1.102
O -2.53761 -0.38197 -1.48012  -1.104
P -1.73563 -0.62575 -0.20780  1.952
S -1.73654 1.11272 1.05001  -0.185
H 0.82152 -1.88520 1.28167  0.217
H 1.64158 -2.45756 -0.15576  0.179
H 2.48201 -1.79055 1.34846  0.177
H -0.90105 2.94181 0.01655  0.208
H -2.59418 2.56131 -0.72813  0.214
H -1.03404 1.77785 -1.14757  0.268
H 1.38433 0.53474 1.08394  0.180
H 2.66779 0.16844 -0.01292  0.144
H 0.81426 -0.66374 -1.48421  0.316

***

Computed, not measured: a structure of composition C34H34N5O6P2Zr, with ωB97M-V/def2-TZVPD.

Calculated values
E_HOMO: -0.6089 Eh
charge: +3
total energy: -2769.9651 a.u.
energy relative to the best compared isomer or geometry (same formula, charge and spin): 0.0 kcal per mole

Last column: Löwdin charge in e.
Positions of all 82 atoms, in Å:
Zr -0.21139 -0.70843 -1.48215  1.723
N -0.90812 0.15384 -3.57563  -0.079
C -0.11866 -0.20278 -4.80810  -0.194
C -0.07534 -1.69503 -5.05795  -0.162
C 0.63013 -2.60512 -4.06260  -0.204
N -0.11923 -2.65401 -2.78485  -0.090
H -1.87421 -0.13937 -3.78660  0.118
H -0.93780 1.17655 -3.53067  0.119
H 0.85706 0.23315 -4.66848  0.117
H -0.59271 0.28588 -5.67154  0.146
H 0.43565 -1.88682 -6.02135  0.153
H -1.09654 -2.05447 -5.14320  0.122
H 1.63092 -2.26319 -3.80445  0.126
H 0.76205 -3.62234 -4.45906  0.148
H 0.28801 -3.42284 -2.22453  0.129
H -1.08869 -2.97163 -3.05178  0.119
N -1.85751 1.02395 1.20587  -0.339
P -2.55258 0.40540 -0.25848  0.868
C -4.13590 1.12164 -0.57670  -0.367
C -4.33818 2.50997 -0.55576  -0.092
C -5.59659 3.06301 -0.73966  -0.028
C -6.69855 2.21859 -0.93499  -0.011
C -6.49894 0.85433 -1.01479  -0.037
C -5.24008 0.26813 -0.86255  -0.055
C -2.82074 -1.29836 0.18036  -0.452
C -3.35763 -1.56858 1.42604  -0.044
C -3.36917 -2.90031 1.90880  0.015
C -2.71534 -3.87257 1.17932  -0.032
C -2.20723 -3.62749 -0.09056  -0.052
C -2.41442 -2.36226 -0.66152  -0.192
P -0.22763 0.46820 1.25270  0.939
C 0.66818 1.97193 1.65937  -0.373
C 0.19135 3.13100 1.02483  -0.127
C 0.73988 4.36291 1.30193  -0.052
C 1.76864 4.45354 2.24694  -0.022
C 2.20593 3.30599 2.92447  -0.032
C 1.70442 2.04074 2.60575  -0.060
C -0.15448 -0.44780 2.82389  -0.379
C -0.61230 0.15128 4.00700  -0.086
C -0.52137 -0.53622 5.20721  -0.039
C 0.06245 -1.80480 5.27565  -0.034
C 0.56071 -2.35304 4.12043  -0.066
C 0.45599 -1.69993 2.89340  -0.099
H -2.03154 1.98251 1.52087  0.084
H -3.52688 3.18938 -0.36941  0.098
H -5.69997 4.14741 -0.72209  0.129
H -7.65965 2.62804 -0.99921  0.112
H -7.33391 0.21249 -1.23600  0.122
H -5.08165 -0.79010 -0.91136  0.096
H -3.69327 -0.76027 2.05083  0.124
H -3.85732 -3.10314 2.86879  0.141
H -2.54796 -4.89635 1.55100  0.142
H -1.68150 -4.39846 -0.66473  0.122
H -2.34064 -2.22945 -1.75996  0.082
H -0.59610 2.98766 0.24367  0.098
H 0.36715 5.22781 0.75296  0.124
H 2.15131 5.43390 2.49161  0.123
H 2.89640 3.46454 3.74975  0.125
H 2.11450 1.18052 3.09964  0.112
H -0.95058 1.18501 3.99227  0.117
H -0.97463 -0.06176 6.08275  0.128
H 0.11962 -2.37072 6.21476  0.135
H 1.04827 -3.31081 4.10086  0.115
H 0.92764 -2.10730 1.97771  0.097
O 1.55408 0.22475 -2.11405  -0.126
C 2.21365 -0.39277 -1.18088  -0.534
O 1.60037 -1.36849 -0.59012  -0.164
C 3.55587 -0.04419 -0.84119  -0.113
C 4.27057 0.90696 -1.55931  0.132
C 5.51284 1.30766 -1.06935  -0.120
C 6.13357 0.77052 0.04525  0.157
C 5.47078 -0.25941 0.65101  -0.114
C 4.20202 -0.67768 0.23412  0.133
N 6.17383 -0.92068 1.67265  -0.291
O 5.53404 -1.74592 2.39385  0.074
O 7.38896 -0.72343 1.89678  0.131
N 6.26094 2.28977 -1.68507  -0.291
O 5.76650 2.82689 -2.71184  0.090
O 7.38772 2.68843 -1.26224  0.115
H 3.88789 1.38345 -2.46039  0.149
H 7.11537 1.09992 0.33129  0.154
H 3.70164 -1.47930 0.79878  0.147

***

Computed, not measured: a structure of composition C34H48BaN3O4P2S2Se, with ωB97M-V/def2-TZVPD.

Calculated values
E_HOMO: -0.0888 Eh
charge: -1
total energy: -5695.7459 a.u.
energy relative to the best compared isomer or geometry (same formula, charge and spin): 0.4 kcal per mole

Last column: Löwdin charge in e.
Positions of all 95 atoms, in Å:
Ba -0.10996 1.16354 -2.26639  1.292
C 2.03457 0.34315 1.29260  -0.262
P 0.48214 -0.63192 1.35479  1.022
C 1.22431 -2.19570 2.03469  -0.380
N 1.39171 -2.34865 3.31869  0.130
C 2.01591 -3.48147 3.75466  -0.212
C 2.20710 -3.68341 5.13871  -0.022
C 2.86939 -4.79481 5.58155  -0.094
C 3.36710 -5.74459 4.66227  -0.094
C 3.18807 -5.56710 3.31832  -0.022
C 2.50099 -4.42945 2.84202  -0.215
N 2.28857 -4.28097 1.50251  0.127
C 1.64036 -3.22255 1.09768  -0.404
P 1.25535 -3.01136 -0.70606  1.020
C 2.45244 -4.24116 -1.36665  -0.294
C -0.37431 -3.95108 -0.83440  -0.723
C -0.48110 -4.42944 -2.28698  -0.119
C -1.51791 -2.97257 -0.56346  -0.119
C -0.46609 -5.14120 0.11748  -0.105
C -0.44008 0.11353 2.80563  -0.728
C -1.51068 -0.87820 3.27085  -0.108
C -1.14518 1.33285 2.19978  -0.136
C 0.42022 0.56861 3.98280  -0.104
H 2.62001 0.25523 2.20908  0.045
H 1.79958 1.39174 1.09815  0.019
H 2.61744 -0.01112 0.44101  0.013
H 1.82136 -2.93560 5.82006  0.109
H 3.01727 -4.95062 6.64270  0.096
H 3.89022 -6.61877 5.02879  0.096
H 3.55026 -6.28159 2.59012  0.110
H 2.28226 -5.25607 -1.00900  0.026
H 3.45609 -3.93817 -1.06387  0.029
H 2.39184 -4.21341 -2.45476  0.036
H -0.35195 -3.60264 -2.99448  0.013
H -1.48505 -4.83480 -2.44674  0.083
H 0.23621 -5.22505 -2.50187  0.069
H -1.51498 -2.17317 -1.30979  0.062
H -1.45899 -2.53920 0.43796  0.033
H -2.47002 -3.50687 -0.64923  0.083
H 0.39610 -5.80647 0.03796  0.065
H -1.36378 -5.71935 -0.12361  0.080
H -0.54526 -4.82055 1.15916  0.073
H -2.09509 -1.24751 2.42297  0.068
H -2.20192 -0.37078 3.95205  0.080
H -1.07640 -1.72888 3.79274  0.062
H -1.84574 1.01887 1.42356  0.042
H -0.44325 2.03932 1.74874  0.058
H -1.70574 1.85351 2.98389  0.087
H 0.95725 -0.26480 4.43186  0.053
H -0.22558 1.01908 4.74493  0.078
H 1.13904 1.32951 3.67415  0.073
N 3.35360 3.24998 -0.16243  0.016
C 2.45745 4.31282 -0.63318  -0.200
C 1.13115 3.69391 -1.07867  -0.765
O 0.82463 3.78955 -2.29349  -0.160
O 0.45191 3.06424 -0.22258  -0.173
H 4.30875 3.58394 -0.13851  0.056
H 3.32256 2.46158 -0.80502  0.038
H 2.85219 4.88018 -1.48119  0.101
H 2.26359 5.00282 0.19377  0.106
O -2.61652 1.51759 -0.98944  -0.646
S -2.84320 2.86916 -0.38111  0.999
C -4.62702 3.09165 -0.45612  -0.357
C -5.40327 2.07713 -0.98562  -0.062
C -6.78342 2.23505 -1.01933  -0.074
C -7.36682 3.39033 -0.52193  -0.092
C -6.57384 4.39742 0.01724  -0.086
C -5.19755 4.24834 0.05582  -0.081
C -2.41708 4.06795 -1.63274  -0.400
C -2.62705 3.76500 -2.96880  -0.082
C -2.22502 4.67565 -3.93213  -0.058
C -1.63891 5.87541 -3.55030  -0.071
C -1.43689 6.16456 -2.20887  -0.071
C -1.81399 5.24926 -1.23853  -0.091
H -4.91900 1.18436 -1.36038  0.112
H -7.40138 1.44964 -1.43495  0.105
H -8.44259 3.50773 -0.54928  0.099
H -7.02974 5.29740 0.40935  0.101
H -4.57009 5.02777 0.47294  0.111
H -3.07794 2.81844 -3.24714  0.120
H -2.35752 4.44111 -4.98003  0.111
H -1.31259 6.57722 -4.30677  0.104
H -0.94549 7.08406 -1.91897  0.106
H -1.59908 5.42363 -0.19137  0.117
Se 0.04055 -0.88353 -4.33744  -0.668
C 3.41968 0.21107 -4.46960  -0.301
S 3.06689 -0.50344 -2.86742  0.684
C 4.78533 -0.56014 -2.29434  -0.268
O 2.52261 0.63653 -2.01880  -0.770
H 3.92752 1.16548 -4.32405  0.057
H 2.44387 0.31106 -4.95062  -0.048
H 4.03750 -0.49264 -5.02973  0.056
H 5.34398 -1.28212 -2.89107  0.047
H 4.75537 -0.88695 -1.25522  0.040
H 5.23279 0.43189 -2.35958  0.048